Molecular formula: C30H45NO4P2Pr
Method: DFT, wB97M-V/def2-TZVPD

Calculated values
DFT total energy: -2725.11608 Eh
Spin multiplicity: 3
M: 686.55 g/mol
Charge: +1

Last column: Mulliken charge in e.
Atoms and positions in Å:
Pr1 -1.682 0.003 -0.135  1.05
P1 4.929 1.892 0.522  1.14
P2 2.645 3.979 0.152  0.70
O1 -2.772 0.031 -2.204  -0.75
O2 -1.244 -1.557 -1.802  -0.74
O3 -6.794 -4.140 -5.064  -0.55
O4 -5.463 -5.861 -4.935  -0.56
N1 -5.645 -4.630 -4.966  0.93
C1 2.317 -0.856 2.507  0.15
C2 -3.346 -4.195 -4.255  -0.29
C3 -1.697 -0.319 3.395  -1.55
C4 -4.050 -0.862 0.532  0.49
C5 -3.976 -1.441 -4.271  -0.54
C6 -3.592 -3.266 -0.286  -1.25
C7 -3.575 -0.066 1.608  0.60
C8 -2.514 -3.296 -3.610  -0.53
C9 2.244 1.724 1.970  -0.63
C10 3.161 -0.054 -0.379  0.12
C11 -2.439 -0.741 2.176  0.65
C12 -1.148 -2.947 1.679  -1.47
C13 -5.245 -0.620 -0.314  -1.47
C14 1.909 1.997 0.631  -0.02
C15 4.299 3.349 -0.357  -1.28
C16 2.489 5.473 -0.925  -1.25
C17 -3.233 -2.030 0.445  0.60
C18 2.960 4.781 1.787  -1.27
C19 -4.831 -2.358 -4.882  -0.36
C20 5.628 2.381 2.123  -1.32
C21 -2.854 -1.937 -3.573  0.21
C22 6.294 1.236 -0.443  -1.35
C23 2.912 -1.457 0.104  -0.81
C24 -4.217 1.176 2.111  -1.75
C25 -2.172 -1.909 1.405  0.59
C26 2.963 0.583 2.531  -1.56
C27 1.926 0.873 -0.424  0.57
C28 -2.238 -1.104 -2.511  1.13
C29 2.744 -1.745 1.403  -0.45
C30 -4.544 -3.733 -4.824  -0.10
H1 4.189 3.058 -1.416  0.48
H2 -5.760 -2.023 -5.330  0.43
H3 -3.158 -5.251 -4.208  0.50
H4 5.067 4.139 -0.277  0.64
H5 1.001 0.245 -0.301  -1.25
H6 -1.503 -3.603 2.488  0.32
H7 4.004 0.512 2.144  -0.08
H8 -5.080 -0.919 -1.358  0.19
H9 4.945 3.004 2.719  0.23
H10 2.334 5.171 -1.969  0.36
H11 -6.107 -1.193 0.061  0.36
H12 -2.397 0.012 4.172  0.46
H13 5.879 1.488 2.715  0.41
H14 3.940 5.292 1.824  0.36
H15 3.936 0.414 0.298  -1.12
H16 -5.116 0.945 2.702  0.34
H17 -4.191 -0.370 -4.318  0.47
H18 3.393 6.114 -0.897  0.39
H19 -3.604 -3.121 -1.373  0.07
H20 -3.526 1.738 2.746  0.41
H21 3.596 -0.119 -1.390  0.51
H22 0.967 2.560 0.583  0.73
H23 2.611 -1.366 3.442  0.47
H24 -0.985 0.506 3.228  0.22
H25 3.129 0.839 3.584  0.55
H26 -4.516 1.835 1.287  0.42
H27 1.629 6.093 -0.626  0.40
H28 2.174 5.541 1.961  0.41
H29 -2.884 -4.067 -0.056  0.37
H30 7.186 1.834 -0.213  0.44
H31 6.556 2.932 1.905  0.49
H32 -1.642 -3.661 -3.064  0.44
H33 1.212 -0.757 2.513  -0.53
H34 1.863 1.319 -1.430  0.58
H35 -0.952 -3.558 0.796  0.46
H36 6.473 0.181 -0.180  0.36
H37 -1.117 -1.161 3.785  0.44
H38 -0.188 -2.525 1.985  0.12
H39 6.055 1.293 -1.514  0.38
H40 2.827 -2.250 -0.664  0.39
H41 1.755 2.378 2.691  0.85
H42 -5.518 0.441 -0.322  0.35
H43 -4.596 -3.606 0.009  0.32
H44 3.074 -2.741 1.737  0.40
H45 2.898 4.053 2.611  0.34